20
Properties=species:S:1:pos:R:3:mulliken_charge:R:1 method="wB97M-V/def2-TZVPD" orbital_gap_ev=6.2 total_charge=-1 lumo_ev=3.830
C -0.60 -0.84 1.73 -0.40
O -1.86 -0.98 2.18 -0.90
C -0.52 -0.70 0.20 -0.21
C 0.87 -0.32 -0.35 -0.74
C 1.04 1.18 -0.66 -0.50
C 1.57 2.15 0.39 -1.11
H 0.08 -1.68 2.04 0.20
H -0.01 0.05 2.08 -0.08
H -0.86 -1.60 -0.33 0.12
H -1.28 0.03 -0.09 0.31
H 1.62 -0.64 0.38 0.30
H 1.03 -0.91 -1.26 0.37
H 1.64 1.32 -1.58 0.38
H 0.06 1.47 -1.06 0.30
H 2.64 2.30 0.27 0.28
H 1.14 3.15 0.30 0.29
H 1.33 1.81 1.39 0.33
H -2.42 -1.24 -1.62 0.43
H -2.52 -2.68 -1.86 0.32
O -2.95 -1.86 -2.14 -0.70

75
Properties=species:S:1:pos:R:3:mulliken_charge:R:1 method="wB97M-V/def2-TZVPD" orbital_gap_ev=8.3 smiles="O=C1c2ccccc2C(=O)c2ccccc21.O=C1c2ccccc2C(=O)c2ccccc21.C=CCOC(=O)NOCCCC" lumo_ev=-1.166
O 6.61 0.92 -3.38 -0.66
C 5.80 0.30 -4.05 0.55
C 6.20 -0.30 -5.35 0.18
C 7.51 -0.17 -5.79 -0.55
C 7.91 -0.77 -6.98 -0.46
C 6.99 -1.49 -7.74 -0.47
C 5.67 -1.60 -7.31 -0.53
C 5.27 -1.00 -6.12 0.16
C 3.86 -1.11 -5.68 0.68
O 3.04 -1.67 -6.38 -0.67
C 3.46 -0.52 -4.38 0.20
C 2.15 -0.65 -3.94 -0.73
C 1.77 -0.14 -2.70 -0.78
C 2.71 0.51 -1.90 -0.65
C 4.03 0.65 -2.34 -0.86
C 4.40 0.14 -3.59 0.39
H 8.24 0.38 -5.20 0.46
H 8.93 -0.67 -7.32 0.39
H 7.30 -1.96 -8.67 0.39
H 4.95 -2.16 -7.91 0.46
H 1.41 -1.15 -4.56 0.46
H 0.75 -0.24 -2.36 0.43
H 2.43 0.90 -0.94 1.10
H 4.75 1.15 -1.72 0.53
O -8.75 0.46 -0.45 -0.67
C -7.70 0.41 0.17 0.55
C -7.66 -0.14 1.55 0.20
C -8.84 -0.63 2.12 -0.57
C -8.80 -1.18 3.40 -0.45
C -7.60 -1.24 4.10 -0.49
C -6.44 -0.74 3.54 -0.54
C -6.47 -0.18 2.26 0.23
C -5.22 0.37 1.67 0.57
O -4.19 0.38 2.32 -0.70
C -5.25 0.90 0.29 0.12
C -4.08 1.39 -0.29 -0.57
C -4.09 1.86 -1.60 -0.53
C -5.28 1.84 -2.33 -0.44
C -6.45 1.37 -1.75 -0.64
C -6.44 0.90 -0.44 0.39
H -9.77 -0.58 1.58 0.46
H -9.71 -1.56 3.85 0.40
H -7.58 -1.69 5.09 0.39
H -5.50 -0.79 4.09 0.47
H -3.16 1.40 0.28 0.54
H -3.18 2.23 -2.04 0.43
H -5.28 2.20 -3.36 0.40
H -7.37 1.36 -2.33 0.46
C 0.61 -2.31 2.62 -0.77
C -0.10 -1.18 2.17 0.13
C 0.40 -0.16 1.04 -0.09
O 1.32 0.86 1.52 -0.31
C 2.67 0.44 1.51 0.35
O 3.46 0.99 0.69 -0.60
N 3.25 -0.58 2.41 -0.02
O 3.88 0.00 3.49 -0.29
C 3.06 -0.10 4.70 -0.31
C 2.40 1.34 4.93 -0.14
C 1.14 1.36 5.92 -0.62
C -0.25 1.03 5.16 -0.71
H 1.61 -2.59 2.12 0.23
H 0.26 -2.93 3.50 0.29
H -1.14 -1.02 2.65 0.29
H 0.78 -0.75 0.14 0.21
H -0.54 0.41 0.69 0.01
H 3.99 -1.04 1.87 0.27
H 2.31 -0.96 4.65 0.19
H 3.80 -0.39 5.54 0.30
H 3.22 2.05 5.31 0.31
H 2.03 1.71 3.91 0.01
H 1.27 0.73 6.87 0.28
H 1.03 2.45 6.28 0.31
H -0.31 1.69 4.22 0.18
H -1.11 1.36 5.84 0.38
H -0.33 -0.07 4.85 0.12

67
Properties=species:S:1:pos:R:3:mulliken_charge:R:1 method="wB97M-V/def2-TZVPD" orbital_gap_ev="4.3 / 4.3" total_charge=+3 lumo_ev="-10.862 / -10.863"
Tc -1.22 -0.07 -0.84 0.91
I -1.79 4.50 1.37 0.11
C -2.17 2.61 2.14 -0.01
C -2.65 2.46 3.47 -0.23
C -2.89 1.22 3.99 -0.36
I -3.62 1.08 5.93 0.22
C -2.64 0.04 3.21 0.91
C -2.81 -1.29 3.65 -0.66
C -2.47 -2.32 2.81 -1.34
C -1.96 -2.05 1.54 -0.13
N -1.81 -0.82 1.08 0.61
C -2.16 0.22 1.91 -0.60
C -1.96 1.51 1.37 0.30
O -1.58 1.55 0.07 -0.46
H -2.83 3.34 4.06 0.43
H -3.18 -1.48 4.65 0.28
H -2.58 -3.35 3.13 0.46
H -1.64 -2.85 0.90 0.38
N 0.02 -1.57 -2.10 -0.47
C 1.14 -2.22 -1.44 0.51
C 1.53 -3.51 -1.74 -0.62
C 2.61 -4.05 -1.05 -0.74
C 3.28 -3.31 -0.09 -0.83
C 2.89 -2.01 0.20 -0.95
C 1.81 -1.46 -0.48 -0.26
P 1.09 0.16 -0.16 3.07
C 1.63 0.63 1.50 0.26
C 2.80 1.37 1.62 -0.60
C 3.31 1.66 2.88 -0.81
C 2.66 1.22 4.01 -0.71
C 1.49 0.47 3.90 -0.81
C 0.98 0.17 2.65 -0.20
C 1.85 1.36 -1.28 -0.32
C 2.61 0.95 -2.37 -0.50
C 3.10 1.89 -3.27 -0.87
C 2.82 3.23 -3.08 -0.75
C 2.05 3.65 -1.99 -0.85
C 1.56 2.71 -1.10 0.18
H -0.54 -2.25 -2.59 0.47
H 0.40 -0.96 -2.82 0.32
H 1.02 -4.08 -2.50 0.51
H 2.93 -5.06 -1.27 0.46
H 4.12 -3.75 0.45 0.49
H 3.40 -1.44 0.96 0.56
H 3.32 1.73 0.74 0.45
H 4.23 2.23 2.96 0.48
H 3.06 1.45 4.99 0.44
H 0.99 0.11 4.79 0.51
H 0.11 -0.46 2.57 0.49
H 2.87 -0.10 -2.49 0.49
H 3.72 1.57 -4.09 0.51
H 3.24 3.97 -3.76 0.54
H 1.87 4.70 -1.83 0.50
H 0.98 3.04 -0.24 0.44
Se -1.66 2.90 -6.88 -0.16
Sb -0.27 3.97 -5.43 0.74
Se -1.09 1.40 -2.90 -0.06
Se -2.43 3.03 -2.16 0.40
Se -2.25 4.79 -3.49 -0.14
N -2.51 -3.53 -1.74 -0.28
C -3.21 -2.38 -1.90 0.59
N -4.42 -2.43 -2.44 -0.40
O -2.72 -1.26 -1.59 -0.73
H -2.94 -4.42 -1.93 0.24
H -1.71 -3.53 -1.14 0.12
H -4.86 -3.30 -2.71 0.20
H -4.92 -1.57 -2.61 0.25

What ΔE to the lowest compared entry with this formula, charge and spin values result from the calculations? In sequence: 27.98; 50.68; 10.36 kcal per mole.